Entry 1:
Formula: C4H12N2S
Source: the Open Molecules 2025 dataset
Level of theory: ωB97M-V/def2-TZVPD

```
19
Properties=species:S:1:pos:R:3:mulliken_spin:R:1
N -0.60 0.99 -1.69 0.07
C -0.08 0.39 -0.49 0.01
C -1.18 -0.48 0.12 0.05
C -0.95 -0.93 1.68 -0.03
S -0.32 0.27 2.97 0.86
C 1.05 -0.48 -0.85 0.00
N 2.16 0.45 -0.92 0.00
H -0.06 1.81 -1.96 0.01
H -1.36 1.49 -1.34 0.00
H 0.30 1.10 0.23 0.00
H -2.14 0.10 0.32 0.00
H -1.21 -1.40 -0.51 0.00
H -1.92 -1.24 1.97 0.06
H -0.35 -1.76 1.79 -0.01
H -1.07 1.30 2.60 -0.01
H 1.23 -1.23 -0.10 0.00
H 0.83 -1.03 -1.82 0.00
H 2.87 0.22 -0.22 0.00
H 2.79 0.44 -1.75 0.00
```

## Properties
* energy relative to the best compared isomer or geometry (same formula, charge and spin): 2.869 eV
* DFT total energy: -18147.7344 eV
* E_LUMO (spin up / spin down): -3.825 / -9.149 eV
* total charge: +1
* multiplicity: 2
* strongest force on any atom: 3.19 eV/A

***

Entry 2:
Formula: C36H65NO12
Source: the Open Molecules 2025 dataset
Level of theory: ωB97M-V/def2-TZVPD

```
114
Properties=species:S:1:pos:R:3:mulliken_charge:R:1
O -11.59 12.25 -14.48 -0.61
N -12.57 11.56 -14.27 1.05
O -13.21 11.02 -15.13 -0.61
C -12.99 11.36 -12.88 0.18
C -12.46 12.18 -11.89 -0.51
C -12.77 11.93 -10.57 -0.67
C -13.60 10.86 -10.27 -0.01
C -14.24 10.12 -11.27 -0.87
C -13.80 10.27 -12.58 -0.27
H -11.81 12.98 -12.24 0.41
H -12.37 12.49 -9.74 0.49
H -13.73 10.62 -9.22 0.37
H -14.93 9.34 -10.97 0.60
H -14.17 9.60 -13.34 0.46
C -12.23 11.25 -5.46 -0.47
C -13.34 12.19 -5.85 0.54
C -13.92 13.11 -4.78 -1.39
O -13.75 12.24 -6.99 -0.51
H -12.64 10.50 -4.78 0.41
H -11.42 11.76 -4.93 0.30
H -11.83 10.86 -6.40 -0.03
H -13.12 13.51 -4.17 0.34
H -14.66 12.55 -4.20 0.34
H -14.46 13.91 -5.29 0.36
C -12.33 4.99 -9.29 -1.17
C -12.59 6.35 -9.88 0.89
C -13.77 7.13 -9.35 -0.50
O -11.91 6.79 -10.76 -0.53
H -11.26 4.80 -9.38 0.15
H -12.83 4.23 -9.91 0.39
H -12.77 4.94 -8.30 0.35
H -14.38 6.46 -8.74 0.44
H -14.35 7.52 -10.18 0.10
H -13.41 7.95 -8.73 -0.07
C -6.40 3.74 -8.18 -0.92
C -7.05 4.48 -7.03 0.55
C -7.57 5.86 -7.33 -0.08
O -7.14 3.98 -5.94 -0.59
H -6.68 2.68 -8.19 0.32
H -5.31 3.81 -8.05 0.29
H -6.65 4.07 -9.19 0.20
H -6.77 6.58 -7.09 0.21
H -8.45 6.16 -6.76 -0.07
H -7.85 6.03 -8.37 0.12
C -8.24 8.80 -13.42 -0.45
C -7.77 9.14 -14.82 0.59
C -8.65 8.74 -15.98 -1.10
O -6.74 9.72 -14.99 -0.58
H -8.63 9.71 -12.94 0.27
H -7.35 8.49 -12.88 0.33
H -8.94 7.98 -13.46 0.02
H -9.69 8.98 -15.75 0.30
H -8.44 7.72 -16.30 0.28
H -8.37 9.39 -16.81 0.37
C -9.31 8.43 -8.86 -0.62
C -10.43 9.40 -8.64 0.79
C -10.05 10.85 -8.58 -0.24
O -11.55 9.02 -8.38 -0.09
H -8.62 8.36 -8.02 -0.22
H -8.70 8.84 -9.66 0.44
H -9.69 7.42 -9.04 0.05
H -9.39 11.20 -9.38 0.17
H -9.41 10.88 -7.68 -0.14
H -10.90 11.49 -8.40 -0.22
C -9.27 5.43 -12.66 -0.60
C -9.07 4.10 -11.96 0.65
C -9.65 2.89 -12.65 -1.32
O -8.44 3.95 -10.92 -0.53
H -10.04 5.36 -13.43 0.32
H -8.30 5.69 -13.09 0.38
H -9.61 6.20 -11.98 0.03
H -9.08 2.79 -13.58 0.34
H -10.69 3.06 -12.93 0.36
H -9.59 2.03 -11.99 0.34
C -12.59 7.19 -5.00 -1.30
C -11.17 7.16 -5.52 0.95
C -10.20 8.17 -4.96 -0.54
O -10.84 6.40 -6.40 -0.45
H -12.66 7.85 -4.14 0.36
H -12.91 6.21 -4.65 0.41
H -13.19 7.55 -5.83 0.18
H -9.41 8.41 -5.67 -0.19
H -9.77 7.86 -4.01 0.55
H -10.77 9.07 -4.71 0.06
C -5.02 11.65 -5.11 -1.46
C -5.90 11.32 -6.29 0.74
C -6.43 9.90 -6.41 -0.35
O -6.28 12.20 -7.03 -0.52
H -5.40 11.29 -4.15 0.37
H -4.89 12.72 -5.03 0.35
H -4.04 11.18 -5.22 0.39
H -7.50 9.95 -6.58 -0.22
H -6.26 9.41 -5.45 0.33
H -5.94 9.35 -7.21 0.35
C -8.23 14.04 -4.68 -1.34
C -9.15 13.64 -5.80 0.94
C -9.85 14.74 -6.56 -1.01
O -9.39 12.49 -6.03 -0.36
H -7.27 14.42 -5.02 0.30
H -8.03 13.15 -4.09 0.28
H -8.75 14.75 -4.03 0.41
H -10.72 15.09 -6.00 0.29
H -10.17 14.33 -7.52 0.13
H -9.18 15.57 -6.79 0.41
C -7.26 13.26 -10.92 -1.04
C -8.50 14.07 -11.14 0.80
C -8.29 15.56 -11.39 -1.13
O -9.60 13.59 -10.94 -0.46
H -6.53 13.68 -10.23 0.37
H -6.78 13.09 -11.89 0.35
H -7.49 12.28 -10.49 0.18
H -7.36 15.63 -11.98 0.38
H -8.09 16.06 -10.45 0.28
H -9.07 15.96 -12.03 0.32
```

## Properties
* energy relative to the best compared isomer or geometry (same formula, charge and spin): 0.630 eV
* DFT total energy: -64442.6128 eV
* SMILES string: O=[N+]([O-])c1ccccc1.CC(C)=O.CC(C)=O.CC(C)=O.CC(C)=O.CC(C)=O.CC(C)=O.CC(C)=O.CC(C)=O.CC(C)=O.CC(C)=O
* E_LUMO: 0.195 eV
* total charge: 0
* multiplicity: 1
* strongest force on any atom: 1.80 eV/A